Record 1
ORCA calculation (the ωB97M-V functional and the def2-TZVPD basis) on a gas-phase ion, C10H15N2 (charge +1).

```
27
Properties=species:S:1:pos:R:3:forces:R:3:mulliken_charge:R:1
H 1.0804 -3.1710 -1.4370 -0.8 0.2 -0.2 0.295
N 0.1301 -2.8170 -1.1973 0.5 0.6 3.5 -0.598
C 0.1793 -2.5708 0.0918 0.8 -1.0 -1.1 0.402
C 1.5466 -2.8262 0.9269 -0.6 1.3 -0.5 -1.106
C -1.1307 -1.9610 0.8415 0.7 -1.1 -1.2 -0.505
N -1.3272 -0.5850 0.2308 -0.6 2.8 -0.7 0.245
C -2.6402 -0.1994 -0.2286 1.5 3.6 -1.3 0.057
C -2.8643 1.1949 -0.8974 3.8 -0.8 1.2 -0.582
C -1.6531 2.1481 -1.0480 0.7 -3.1 1.6 -0.387
C -0.2521 1.7280 -0.5082 -2.8 -2.8 0.2 0.131
C 1.0366 2.6723 -0.6364 -0.4 -0.4 0.7 -0.357
C 2.1915 2.3289 0.4581 -0.8 -0.7 -0.4 -1.028
C -0.1726 0.3023 0.1373 -1.8 2.8 -1.7 0.080
H 2.0127 -3.8443 0.7085 -0.9 1.3 0.5 0.394
H 2.2907 -2.0334 0.5254 -1.1 -1.3 0.7 0.305
H 1.3698 -2.6094 2.0323 0.4 -0.6 -1.4 0.279
H -1.0059 -1.9260 1.9741 -0.2 0.2 -1.6 0.258
H -2.0308 -2.6180 0.5349 1.5 1.2 0.6 0.388
H -3.5483 -0.8805 -0.1407 1.8 0.7 0.1 0.324
H -3.8821 1.5374 -1.2913 1.7 -0.9 0.8 0.333
H -1.7192 3.1820 -1.5381 -0.2 -1.8 0.8 0.357
H 0.6571 3.7561 -0.5255 0.7 -1.7 -0.2 0.384
H 1.5180 2.5386 -1.6636 -1.0 0.3 1.3 0.284
H 1.7323 1.8524 1.4063 0.7 1.2 -1.3 0.323
H 2.7529 3.2898 0.6999 -0.6 -1.6 -0.3 0.322
H 2.8656 1.5060 0.0109 -0.8 1.6 0.7 0.263
H 0.8631 0.0052 0.5334 -2.1 -0.1 -0.6 0.137
```
Positions in Å, forces in eV/Å.

total charge	+1
SMILES	[H]/N=C(\C)C[n+]1cccc(CC)c1
HOMO energy	-13.516	eV
HOMO-LUMO gap	8.876	eV
total energy	-499.14246	a.u.


Record 2
ORCA calculation (the ωB97M-V functional and the def2-TZVPD basis) on a molecular structure, C8H21BI2NOP2Pb.

```
37
Properties=species:S:1:pos:R:3:forces:R:3:mulliken_charge:R:1
I 0.3340 -0.8816 -4.5505 -0.5 1.4 0.6 0.132
I -0.3828 1.7566 -3.7082 0.5 -1.7 -0.1 0.077
Pb 0.0059 -0.2739 -0.8200 -0.1 0.3 0.1 1.102
P -2.6036 -0.1857 -0.0731 -2.4 -0.6 -0.5 0.580
C -3.4319 1.3542 0.3336 -0.3 1.7 0.7 -1.063
C -3.1613 -0.7121 -1.7307 0.2 0.0 0.0 -1.066
H -4.2392 -0.8760 -1.8025 0.0 0.1 0.3 0.419
H -4.2082 -1.6666 1.1372 0.3 0.5 -0.5 0.430
H -2.6664 -1.6511 -2.0011 -0.1 0.0 0.0 0.400
H -2.6206 -2.4071 0.9057 0.0 0.2 0.0 0.374
H -3.1612 2.1762 -0.3689 -0.1 -0.6 0.3 0.361
H -2.8919 0.0472 -2.4693 0.0 0.0 0.0 0.313
C -3.1231 -1.4540 1.1127 0.4 -0.4 0.6 -1.045
H -4.5638 1.3330 0.3437 1.1 -0.6 -0.2 0.412
H -2.8524 -1.1419 2.1298 0.1 0.0 -0.3 0.304
H -3.1380 1.7062 1.3591 -0.1 -0.4 -0.8 0.357
P 2.6106 -0.0970 -0.0656 2.4 -0.5 -0.4 0.590
C 3.3834 1.4701 0.3507 0.2 1.8 0.7 -1.082
C 3.1685 -1.3476 1.1222 -0.4 -0.4 0.6 -1.050
H 2.7342 -1.5606 -1.9908 0.0 0.1 0.0 0.370
H 4.2759 -0.7340 -1.7863 0.1 0.1 0.3 0.420
H 2.9081 0.1442 -2.4616 0.0 0.0 0.0 0.332
C 3.1944 -0.6050 -1.7190 -0.2 0.0 0.0 -1.079
H 2.6987 -2.3166 0.9139 0.0 0.2 0.0 0.375
H 4.2595 -1.5246 1.1486 -0.3 0.4 -0.5 0.430
H 4.5151 1.4897 0.3659 -1.1 -0.6 -0.2 0.411
H 3.0729 1.8119 1.3744 0.2 -0.4 -0.8 0.356
H 2.8868 -1.0480 2.1398 -0.1 0.0 -0.3 0.306
H 3.0883 2.2840 -0.3514 0.1 -0.6 0.3 0.374
C -0.0389 2.1839 0.1544 -0.1 3.5 2.8 0.222
O -0.0583 3.1034 0.8450 0.1 -3.3 -2.6 -0.103
B 0.0004 -0.0275 4.7450 0.0 3.4 -1.4 -0.207
C 0.0023 -0.1601 3.2300 0.0 -0.3 -3.7 0.106
N 0.0036 -0.2599 2.0465 0.0 0.3 3.0 -0.389
H -0.9297 0.5572 5.2243 -1.4 -1.1 0.0 0.131
H 0.9289 0.5575 5.2267 1.4 -1.0 0.0 0.129
H -0.0002 -1.0451 5.3659 0.0 -1.4 1.9 0.268
```
Positions in Å, forces in eV/Å.

total charge	+3
HOMO energy (alpha / beta)	-18.653 / -18.559	eV
HOMO-LUMO gap (alpha / beta)	5.309 / 4.945	eV
total energy	-1942.01033	a.u.


Record 3
ORCA calculation (the ωB97M-V functional and the def2-TZVPD basis) on a molecular structure, C4H11NOSn.

```
18
Properties=species:S:1:pos:R:3:forces:R:3:mulliken_charge:R:1
Sn 6.3166 5.0203 -29.9953 1.3 2.0 0.2 1.599
C 10.3250 7.7871 -28.1709 -1.0 0.3 -0.2 -1.442
C 8.9403 7.3243 -28.8420 1.0 0.6 3.1 0.033
C 7.8366 8.3799 -28.6675 3.0 -0.5 0.7 -0.683
O 6.6591 7.8914 -29.2041 0.8 -2.9 -0.6 -0.184
C 5.5318 8.6110 -28.9123 -1.7 2.6 -0.5 -0.743
N 9.1371 6.8886 -30.1649 -0.5 -0.9 -1.3 -0.353
H 10.2592 8.2339 -27.1788 -0.7 0.1 0.0 0.415
H 10.7564 8.5629 -28.8033 0.2 -0.1 -0.1 0.414
H 11.0447 6.9924 -27.9746 -0.2 -0.3 -0.7 0.401
H 8.5811 6.4680 -28.2712 -0.1 -0.5 0.4 0.112
H 8.2490 9.3074 -29.0647 -0.8 0.4 -0.8 0.425
H 7.8512 8.5477 -27.5906 -0.9 0.0 0.2 0.447
H 5.6270 9.5265 -29.4961 -0.4 0.3 -0.2 0.340
H 5.4525 8.9866 -27.8922 -0.1 -0.7 0.3 0.340
H 4.6423 8.1072 -29.2908 0.0 -0.1 0.4 0.253
H 9.4801 7.6771 -30.6946 -0.3 0.2 -0.8 0.323
H 9.9054 6.2335 -30.1908 0.1 -0.4 -0.1 0.304
```
Positions in Å, forces in eV/Å.

total charge	+2
HOMO energy	-17.729	eV
HOMO-LUMO gap	5.736	eV
total energy	-502.51339	a.u.


Record 4
ORCA calculation (the ωB97M-V functional and the def2-TZVPD basis) on a molecular structure, C30H34F6N6O3STi.

```
81
Properties=species:S:1:pos:R:3:forces:R:3:mulliken_charge:R:1
Ti 0.0795 -1.2640 0.1079 -0.4 0.5 -0.7 -0.256
O 1.2585 -1.7484 1.5308 0.6 -0.3 0.8 0.014
N 1.2779 -1.3275 2.7852 0.0 -0.2 -0.1 0.838
C 2.2299 -1.8434 3.5874 0.1 -0.1 0.0 -0.411
C 2.2822 -1.4986 4.9037 0.0 0.0 0.1 -0.850
C 1.3198 -0.6070 5.3986 0.1 0.0 0.1 -0.302
C 0.3666 -0.1012 4.5610 -0.1 0.1 -0.1 -0.924
C 0.3292 -0.4638 3.1998 -0.2 0.3 0.0 0.702
S -0.8044 0.0828 2.0545 0.3 -0.1 0.1 -0.782
H 2.9059 -2.5258 3.0966 0.0 0.0 0.0 0.511
H 3.0491 -1.9242 5.5337 0.0 0.0 0.0 0.416
H 1.3273 -0.3250 6.4436 0.0 0.0 0.0 0.397
H -0.3998 0.5756 4.9112 0.0 0.0 0.0 0.444
N -0.2872 2.0287 -1.0187 0.0 0.1 0.1 -0.391
H 0.2119 2.5801 -1.7054 0.0 0.0 0.0 0.234
H -0.8535 2.6549 -0.4588 0.0 0.0 -0.1 0.221
H -0.9189 1.3955 -1.4954 0.0 -0.1 0.0 -0.094
O -0.1126 -2.9571 -0.3016 0.0 -0.4 -0.1 0.258
N 0.0265 -4.3015 -0.1379 -0.1 0.3 0.2 -0.774
C -0.4420 -4.6504 1.1004 -0.1 -0.5 0.3 0.508
C -0.9477 -3.7759 2.0905 0.2 -0.3 -0.3 0.180
N -1.3636 -3.0600 2.9053 0.0 -0.1 0.1 -0.639
C -0.4189 -6.0406 1.4021 0.0 0.2 0.0 0.032
N -0.4055 -7.1697 1.6529 0.0 0.0 0.0 -0.658
C 6.4605 -0.1569 -0.1331 -0.1 0.0 0.0 -1.735
C 5.0205 0.1948 0.1581 0.0 0.0 0.0 0.335
C 4.7009 1.1306 1.1340 0.0 0.0 0.0 -0.957
C 3.3661 1.4527 1.3646 0.0 0.0 0.1 0.522
C 2.9760 2.4662 2.4153 0.0 0.0 -0.1 -1.467
C 2.3790 0.8502 0.6034 -0.2 0.1 -0.1 -0.644
C 2.6521 -0.1184 -0.3739 -0.1 0.1 -0.3 0.390
C 4.0083 -0.4244 -0.5677 0.0 -0.1 0.1 -0.403
N 1.5667 -0.7144 -1.0609 0.6 0.0 0.1 0.674
C 1.7752 -1.2797 -2.4237 -0.2 0.2 0.1 1.404
C 2.5745 -0.3217 -3.3294 0.0 0.0 0.0 -1.251
C 2.6902 -0.8927 -4.7481 0.0 -0.1 0.0 0.357
C 3.3615 -2.2719 -4.6966 0.0 0.0 0.0 -1.351
C 2.5141 -3.2300 -3.8489 0.0 0.1 0.0 0.323
C 1.1129 -3.3550 -4.4543 0.0 0.1 0.0 -1.515
C 0.4633 -1.9677 -4.4969 0.0 0.0 0.0 0.388
C 1.2997 -1.0322 -5.3694 0.0 0.0 0.0 -1.511
C 0.3838 -1.4115 -3.0735 0.0 0.0 0.0 -1.321
C 2.4111 -2.6850 -2.4183 0.0 0.0 0.0 -1.258
H 7.1233 0.2186 0.6478 0.0 0.0 0.0 0.390
H 6.7834 0.2776 -1.0824 0.0 0.0 0.0 0.285
H 6.5976 -1.2377 -0.2065 0.0 0.0 0.0 0.357
H 5.4883 1.6102 1.7092 0.0 0.0 0.0 0.265
H 3.8501 2.8207 2.9632 0.0 0.0 0.0 0.372
H 2.2724 2.0366 3.1330 0.0 0.0 0.0 0.213
H 2.4847 3.3311 1.9625 0.0 0.0 0.0 0.308
H 1.3547 1.1676 0.7402 -0.1 0.0 0.0 0.955
H 4.3018 -1.1906 -1.2661 0.0 0.0 -0.1 0.338
H 3.5739 -0.1354 -2.9440 0.1 0.0 0.1 0.687
H 2.0565 0.6442 -3.3488 0.0 0.0 0.0 0.262
H 3.2968 -0.2142 -5.3554 0.0 0.0 0.0 0.255
H 4.3659 -2.1842 -4.2647 0.0 0.0 0.0 0.516
H 3.4771 -2.6643 -5.7138 0.0 0.0 0.0 0.526
H 2.9893 -4.2142 -3.8205 0.0 0.0 0.0 0.327
H 0.5082 -4.0296 -3.8415 0.0 0.0 0.0 0.516
H 1.1708 -3.7779 -5.4638 0.0 0.0 0.0 0.523
H -0.5500 -2.0445 -4.9007 0.0 0.0 0.0 0.349
H 0.8180 -0.0500 -5.4330 0.0 0.0 0.0 0.481
H 1.3782 -1.4288 -6.3886 0.0 0.0 0.0 0.558
H -0.2281 -2.0831 -2.4744 0.0 0.0 0.0 -0.010
H -0.1003 -0.4288 -3.0732 0.0 0.0 0.0 0.313
H 3.4073 -2.6603 -1.9766 0.0 0.0 0.0 0.500
H 1.8024 -3.3482 -1.7990 0.0 0.0 0.0 0.064
C -3.2423 -2.3568 0.0144 -0.1 0.0 0.0 -2.277
C -2.8991 -1.0580 -0.6986 0.1 0.1 -0.2 1.013
O -1.5639 -0.7315 -0.6625 -0.5 0.3 -0.1 0.659
C -3.2696 -1.2033 -2.1986 0.2 0.0 0.3 0.371
F -2.5150 -2.1556 -2.7579 0.0 -0.1 -0.1 -0.195
F -4.5440 -1.5564 -2.4073 -0.2 0.0 0.0 -0.304
F -3.0487 -0.0649 -2.8775 0.0 0.1 -0.1 -0.287
C -3.7295 0.1113 -0.0733 0.2 -0.2 0.0 0.542
F -3.8082 -0.0085 1.2565 0.0 0.0 0.1 -0.276
F -4.9938 0.1618 -0.5266 -0.2 0.0 -0.1 -0.309
F -3.1751 1.3025 -0.3294 0.0 0.1 -0.1 -0.241
H -2.7269 -3.1844 -0.4693 0.0 0.0 0.0 0.441
H -4.3177 -2.5306 -0.0116 0.0 -0.1 0.0 0.510
H -2.9113 -2.3006 1.0496 0.0 0.0 0.0 0.352
```
Positions in Å, forces in eV/Å.

total charge	-1
HOMO energy (alpha / beta)	-3.111 / -5.138	eV
spin multiplicity	2
HOMO-LUMO gap (alpha / beta)	5.539 / 7.559	eV
total energy	-3564.86844	a.u.


Energy relative to the best compared isomer or geometry (same formula, charge and spin), respectively: 551.2 0.0 283.2 83.5 kJ/mol.